[1]
A single C5H5IO molecule at a distorted geometry, computed with ωB97M-V/def2-TZVPD.

Properties
Net charge   0
Highest occupied orbital energy   -0.2883 Eh
Frontier orbital gap   7.687 eV
Energy above the lowest of the compared OMol25 structures with the same formula, charge and spin   27.6 kcal/mol
Strongest force on any atom   3.9 eV Å⁻¹

Element x y z (Å)
1 C -0.834 -1.062 -0.686
2 C -1.055 0.255 -0.594
3 C 0.246 -1.629 0.039
4 C -0.155 1.146 0.205
5 C 0.985 0.383 0.800
6 O 0.775 -2.644 0.304
7 I 2.895 0.654 -0.076
8 H -1.455 -1.717 -1.281
9 H -1.882 0.732 -1.099
10 H 0.183 1.944 -0.466
11 H -0.764 1.619 0.984
12 H 1.061 0.320 1.871

Forces on atoms 1 to 6 (eV/Å):
-0.99 0.25 -0.64
0.33 -0.37 0.09
2.45 2.15 2.10
0.27 0.12 0.06
-0.75 -2.83 -1.31
-0.69 0.54 -0.51

Atom charges from the Mulliken analysis, given in e for atoms 1 to 5: atom 1 (C): -0.259, atom 2 (C): -0.265, atom 3 (C): 0.262, atom 4 (C): -0.299, atom 5 (C): -0.915



[2]
2 unconnected molecules or ions with the total composition C18H24N3O4 at a distorted geometry, computed with ωB97M-V/def2-TZVPD.

Properties
Net charge   -1
Highest occupied orbital energy   -0.0642 Eh
Frontier orbital gap   1.424 eV
Strongest force on any atom   6.5 eV Å⁻¹

Element x y z (Å)
1 C 0.528 2.181 3.735
2 C -0.350 1.170 2.745
3 C -0.659 -0.371 3.209
4 C -1.581 -1.357 2.235
5 C -2.198 -0.852 0.774
6 C -3.113 -1.916 -0.076
7 C -3.812 -3.097 0.877
8 C -2.325 -2.714 -1.271
9 C -1.846 0.703 0.268
10 O -2.378 1.071 -1.051
11 C -1.547 2.060 -1.748
12 C -0.152 1.491 -2.387
13 C 0.845 2.442 -3.251
14 C 2.109 1.571 -3.733
15 N 2.310 0.173 -3.384
16 C 3.619 -0.468 -3.905
17 C 4.785 -0.143 -2.760
18 N 5.057 -1.363 -1.901
19 N 1.564 -0.692 -2.684
20 C 0.350 -0.016 -2.230
21 C -0.956 1.643 1.272
22 H -0.164 3.128 3.956
23 H 0.712 1.665 4.773
24 H 1.497 2.591 3.215
25 H -0.244 -0.802 4.219
26 H -1.759 -2.448 2.653
27 H -4.014 -1.321 -0.567
28 H -4.345 -2.528 1.751
29 H -4.515 -3.753 0.210
30 H -2.926 -3.751 1.330
31 H -2.871 -3.734 -1.468
32 H -2.460 -2.080 -2.271
33 H -1.187 -2.932 -1.032
34 H -1.326 3.044 -1.110
35 H -2.198 2.450 -2.669
36 H 0.693 3.561 -3.538
37 H 2.913 2.123 -4.408
38 H 3.472 -1.646 -3.997
39 H 3.887 -0.060 -4.968
40 H 4.322 0.680 -2.036
41 H 5.734 0.324 -3.262
42 H 4.249 -1.384 -1.209
43 H 5.890 -1.093 -1.303
44 H -0.400 -0.729 -1.631
45 H -0.691 2.765 0.963
46 C -1.114 1.055 6.911
47 O -0.733 -0.099 6.792
48 O -2.290 1.404 7.068
49 O -0.384 2.053 6.893

Forces on atoms 1 to 6 (eV/Å):
-1.53 0.23 -0.57
-1.91 -3.16 -1.88
-1.50 1.49 -3.82
1.05 3.91 -0.93
2.12 1.34 2.56
-0.51 -0.29 0.06

Atom charges from the Mulliken analysis, given in e for atoms 1 to 5: atom 1 (C): -0.860, atom 2 (C): 0.425, atom 3 (C): -0.566, atom 4 (C): -0.478, atom 5 (C): 0.645



[3]
A single C24H25N3O8S molecule at a distorted geometry, computed with ωB97M-V/def2-TZVPD.

Properties
Net charge   0
Highest occupied orbital energy   -0.2923 Eh
SMILES   CCOC(=O)c1oc2ccc(S(=O)(=O)n3nc(-c4cc(OC)c(OC)c(OC)c4)cc3N)cc2c1C
Frontier orbital gap   8.018 eV
Energy above the lowest of the compared OMol25 structures with the same formula, charge and spin   51.8 kcal/mol
Strongest force on any atom   1.3 eV Å⁻¹

Element x y z (Å)
1 C -1.105 3.255 -3.820
2 C -0.760 1.940 -4.506
3 O -0.707 0.856 -3.577
4 C -1.864 0.438 -3.078
5 O -2.952 0.855 -3.401
6 C -1.669 -0.602 -2.055
7 O -0.420 -1.126 -1.866
8 C -0.499 -1.939 -0.803
9 C 0.527 -2.677 -0.225
10 C 0.237 -3.341 0.948
11 C -1.038 -3.262 1.509
12 S -1.187 -3.632 3.251
13 O -2.536 -3.516 3.690
14 O -0.445 -4.799 3.644
15 N -0.263 -2.290 3.806
16 N -0.423 -1.231 2.958
17 C 0.762 -0.675 2.797
18 C 0.960 0.355 1.791
19 C -0.144 0.961 1.198
20 C 0.027 1.819 0.127
21 O -0.988 2.444 -0.533
22 C -2.276 2.396 0.033
23 C 1.316 2.092 -0.374
24 O 1.359 2.955 -1.433
25 C 2.358 2.791 -2.417
26 C 2.427 1.519 0.262
27 O 3.670 1.861 -0.209
28 C 4.803 1.299 0.405
29 C 2.236 0.650 1.328
30 C 1.738 -1.355 3.575
31 C 1.061 -2.389 4.177
32 N 1.457 -3.345 5.065
33 C -2.083 -2.601 0.913
34 C -1.815 -1.943 -0.284
35 C -2.572 -1.081 -1.139
36 C -4.024 -0.795 -1.037
37 H -0.501 3.377 -2.924
38 H -0.921 4.081 -4.502
39 H -2.153 3.260 -3.534
40 H 0.240 1.971 -4.944
41 H -1.498 1.707 -5.281
42 H 1.515 -2.685 -0.656
43 H 0.996 -3.898 1.474
44 H -1.118 0.713 1.583
45 H -2.903 3.003 -0.618
46 H -2.280 2.814 1.044
47 H -2.668 1.376 0.061
48 H 3.336 3.125 -2.066
49 H 2.042 3.410 -3.256
50 H 2.426 1.748 -2.738
51 H 5.657 1.718 -0.126
52 H 4.818 0.209 0.307
53 H 4.867 1.573 1.462
54 H 3.083 0.185 1.802
55 H 2.776 -1.120 3.689
56 H 2.451 -3.506 5.103
57 H 0.889 -4.183 5.037
58 H -3.040 -2.556 1.405
59 H -4.300 -0.596 -0.003
60 H -4.285 0.050 -1.667
61 H -4.590 -1.664 -1.371

Forces on atoms 1 to 6 (eV/Å):
0.04 -0.33 -0.01
-0.22 0.51 -0.33
0.21 -0.26 0.23
-0.01 -0.03 -0.09
0.09 -0.04 0.05
-0.90 -0.25 0.70

Atom charges from the Mulliken analysis, given in e for atoms 1 to 5: atom 1 (C): -0.958, atom 2 (C): -0.397, atom 3 (O): -0.266, atom 4 (C): 0.243, atom 5 (O): -0.666



[4]
A single C5H11N molecule at a distorted geometry, computed with ωB97M-V/def2-TZVPD.

Properties
Net charge   0
Highest occupied orbital energy   -0.3125 Eh
SMILES   C/C=C/CNC
Frontier orbital gap   9.573 eV
Energy above the lowest of the compared OMol25 structures with the same formula, charge and spin   78.1 kcal/mol
Strongest force on any atom   4.8 eV Å⁻¹

Element x y z (Å)
1 C -2.503 0.519 1.269
2 C -1.360 0.216 0.367
3 C -0.558 1.060 -0.368
4 C 0.803 0.573 -0.661
5 N 0.906 -0.835 -0.312
6 C 2.335 -1.399 -0.450
7 H -3.211 -0.361 1.183
8 H -3.169 1.368 1.001
9 H -2.136 0.603 2.288
10 H -1.419 -0.812 -0.055
11 H -0.358 2.147 -0.248
12 H 1.565 1.315 -0.380
13 H 0.768 0.831 -1.734
14 H 0.842 -0.808 0.706
15 H 2.623 -2.286 0.110
16 H 3.046 -0.577 -0.029
17 H 2.805 -1.400 -1.599

Forces on atoms 1 to 6 (eV/Å):
-1.88 -0.70 -0.70
-0.75 1.19 -2.85
0.49 -0.02 4.32
-0.50 -0.30 -3.14
3.14 -0.94 -0.02
2.05 3.66 -2.34

Atom charges from the Mulliken analysis, given in e for atoms 1 to 5: atom 1 (C): -1.023, atom 2 (C): -0.146, atom 3 (C): -0.356, atom 4 (C): -0.480, atom 5 (N): -0.376